{"formula": "C4H33N2O12S", "method": "ωB97M-V/def2-TZVPD", "de_lowest_kj_mol": 0.00, "gap_ev": 9.093, "homo_ev": -11.5, "charge": 1, "total_energy_ha": -1582.5941, "species": ["O", "C", "N", "C", "C", "S", "C", "N", "H", "H", "H", "H", "H", "H", "H", "H", "H", "H", "H", "H", "H", "O", "H", "H", "O", "H", "H", "O", "H", "H", "O", "H", "H", "O", "H", "H", "O", "H", "H", "O", "H", "H", "O", "H", "H", "O", "H", "H", "O", "H", "H", "O"], "positions_angstrom": [[1.32539, 1.52938, -0.22125], [1.19767, 0.30911, -0.35122], [2.31261, -0.41210, -0.46271], [2.50059, -1.75586, -0.96279], [2.65004, -2.77459, 0.16681], [4.05413, -2.35067, 1.26464], [-0.14615, -0.35461, -0.55581], [-1.11417, 0.38504, 0.31692], [3.19202, 0.06594, -0.32619], [1.70711, -2.17812, -1.59315], [3.40175, -1.82468, -1.57468], [1.65093, -2.92103, 0.58474], [2.86870, -3.81328, -0.08571], [3.29485, -1.82599, 2.24925], [-0.17356, -1.36763, -0.15433], [-0.29752, -0.33162, -1.65611], [-0.87275, 0.22527, 1.30014], [-1.02461, 1.40159, 0.13477], [-2.03241, 0.11768, -0.03288], [0.00588, -0.98264, 3.02122], [1.45227, -0.71506, 3.08248], [0.72318, -0.66555, 2.45052], [1.93868, 2.05147, -4.65678], [2.02371, 2.98035, -3.51707], [1.37107, 2.45990, -3.99565], [-2.57928, 1.00607, 2.68594], [-2.87954, -0.43941, 2.57117], [-2.16584, 0.14015, 2.87550], [-2.03394, -2.68650, -0.71370], [-2.77749, -1.51775, -1.25966], [-2.61244, -1.96924, -0.42182], [-0.26506, -5.05429, 0.16577], [0.48691, -4.39600, -0.95467], [0.02677, -4.18549, -0.13359], [1.05510, -0.95447, -4.62228], [0.71627, 0.35142, -3.91243], [0.73244, -0.60814, -3.78284], [-2.25987, -1.25481, -3.67669], [-3.64486, -0.60422, -3.33276], [-2.89621, -1.08915, -2.97305], [-3.30490, 3.14811, 1.99339], [-2.17559, 3.58965, 3.13144], [-2.80112, 2.95997, 2.78270], [0.72466, 2.39321, 4.37073], [1.40795, 3.21491, 3.27202], [1.22992, 2.30884, 3.55469], [0.27506, 2.47428, 2.02967], [0.51878, 3.05792, 0.63919], [0.02218, 3.21045, 1.46038], [-2.57664, 3.28265, -0.79738], [-1.79102, 3.45919, 0.54933], [-2.44164, 2.91040, 0.07377]], "forces_ev_per_angstrom": [[-1.01, -0.20, 0.31], [1.44, 0.87, -0.67], [0.37, -1.16, -0.60], [0.16, -1.94, 0.02], [-0.02, -0.27, 0.46], [-0.90, 0.11, 0.45], [0.85, -0.12, 0.76], [0.97, 0.91, -2.56], [-0.32, 0.38, 0.09], [-0.20, 0.90, -0.05], [-0.04, 0.55, -0.06], [0.51, 0.53, 0.98], [0.22, 0.22, -0.97], [0.36, -0.02, -0.17], [0.26, -0.03, -0.46], [-0.68, 0.08, 0.81], [-0.75, -0.31, 0.20], [-0.11, -0.23, 0.26], [-0.25, -0.30, 1.10], [-0.28, 0.17, -0.32], [0.27, 0.38, -0.37], [-0.24, -0.46, 0.60], [-0.10, -0.04, -0.35], [-0.20, 0.20, 0.40], [0.30, -0.27, -0.13], [0.54, 0.39, 0.61], [0.25, -0.40, 0.27], [-0.77, 0.04, -0.57], [-0.04, -0.18, 0.39], [-0.36, -0.09, -0.37], [0.27, -0.01, 0.16], [-0.13, 0.06, 0.21], [0.02, 0.08, -0.02], [-0.23, -0.22, -0.36], [-0.02, -0.09, 0.08], [0.05, 0.09, 0.18], [-0.13, 0.10, -0.13], [-0.12, 0.15, -0.09], [0.09, -0.08, -0.24], [0.07, 0.15, 0.11], [0.38, 0.99, -0.21], [-0.15, 0.65, -0.67], [-0.39, -1.79, 0.99], [0.07, -0.03, 0.04], [0.12, 0.00, 0.16], [0.10, -0.09, 0.33], [0.09, -0.19, 0.25], [0.04, -0.11, 0.30], [-0.45, 0.64, -0.87], [0.00, 0.33, -0.18], [0.11, -0.20, -0.15], [-0.03, -0.15, 0.08]]}